ORCA calculation (wB97M-V/def2-TZVPD) on C34H60AsGeN5O6S2Si3Sn as an isolated structure in a non-equilibrium geometry.

```
! wB97M-V def2-TZVPD RIJCOSX def2/J DEFGRID3
* xyz 1 2
Sn 0.84402 -0.27748 -0.21166
O 1.31732 2.19875 3.64041
As -0.30720 1.74795 4.19225
O -3.03471 0.18037 4.51083
O -1.10391 1.64560 2.60379
C 0.13048 -0.06181 4.90466
C 0.00950 -0.02933 6.29289
C 0.23953 -1.14578 7.08541
C 0.60151 -2.33932 6.49759
C 0.74954 -2.40850 5.12199
C 0.51189 -1.29002 4.33239
S 0.76646 -1.56733 2.60476
O 1.44023 -2.82717 2.48706
O -0.55507 -1.54110 1.95238
O 1.54209 -0.41225 2.06689
H 1.67827 1.48215 3.09212
H -0.27139 0.90312 6.77435
H 0.14279 -1.07473 8.16100
H 0.78370 -3.21703 7.10316
H 1.05906 -3.32884 4.64628
C 1.51537 4.25796 0.48508
C 2.83373 4.42782 0.09719
C 3.56201 3.34086 -0.35909
C 2.95048 2.09569 -0.43378
N 1.66446 1.95490 -0.07797
C 0.97093 2.99282 0.38635
C 3.65029 0.84055 -0.81984
C 4.95924 0.86471 -1.30203
C 5.63540 -0.31929 -1.54928
C 5.01586 -1.53157 -1.28008
C 3.70078 -1.55322 -0.83025
C 2.98524 -0.37771 -0.62882
H 0.92772 5.07494 0.87756
H 3.30403 5.39976 0.16888
H 4.60048 3.46108 -0.62768
H -0.04064 2.78004 0.70564
H 5.46694 1.80374 -1.47907
H 6.65201 -0.29268 -1.91918
H 5.55922 -2.45917 -1.41399
H 3.23613 -2.50440 -0.60457
C -2.52717 2.90227 -1.47917
Si -2.59122 1.06193 -1.11035
C -2.11923 0.21343 -2.70681
C -4.36987 0.55090 -0.78630
Ge -2.52314 1.00250 1.69491
Si -3.54630 3.23788 1.86302
C -3.60668 3.42354 3.72591
C -2.61447 4.72193 1.17673
C -5.32050 3.25290 1.24376
Si -3.79569 -1.00736 2.21822
C -3.32287 -1.15422 4.05140
C -3.38764 -2.54503 1.25053
C -5.64381 -0.70361 2.14922
H -2.71457 3.03626 -2.55043
H -1.57307 3.37143 -1.23665
H -3.30499 3.44093 -0.94372
H -2.78681 0.65615 -3.45631
H -2.28078 -0.86110 -2.67690
H -1.08838 0.37995 -3.01666
H -4.98544 0.96491 -1.59368
H -4.77368 0.91639 0.15390
H -4.47495 -0.53468 -0.81539
H -2.62030 3.62898 4.14310
H -4.00171 2.53410 4.21934
H -4.26058 4.26737 3.96700
H -1.61308 4.50253 0.81213
H -2.52174 5.45202 1.98492
H -3.16699 5.19498 0.36431
H -5.89494 2.43788 1.68870
H -5.40205 3.17001 0.15870
H -5.80385 4.18969 1.53633
H -2.86675 0.15268 5.45950
H -2.46655 -1.81968 4.19852
H -4.16901 -1.55852 4.61797
H -2.33446 -2.80343 1.31438
H -3.64780 -2.44189 0.19520
H -3.99024 -3.36439 1.65547
H -5.93518 0.28781 2.49985
H -6.11719 -1.43447 2.81153
H -6.05396 -0.84778 1.14973
C 1.97855 -5.97839 -0.53602
N 2.10818 -5.05397 -1.64117
C 2.78256 -5.41715 -2.88356
C 2.78169 -4.09321 -3.66215
N 1.79232 -3.30973 -2.92839
C 1.52362 -3.85420 -1.73009
S 0.58754 -3.16434 -0.49843
H 2.92088 -6.51042 -0.41013
H 1.18251 -6.70405 -0.71712
H 1.75445 -5.41925 0.36951
H 2.23348 -6.20583 -3.40446
H 3.78806 -5.78033 -2.67345
H 2.48442 -4.22812 -4.70026
H 3.76006 -3.60606 -3.63721
H 1.64592 -2.31965 -3.11198
C 2.64680 1.69862 -4.81105
C 2.20168 0.23539 -4.86990
C 3.35841 -0.63327 -5.35152
C 0.99594 0.06972 -5.78630
N 1.85895 -0.29332 -3.52623
N 0.91773 0.48048 -2.77994
H 3.06494 2.00378 -5.77062
H 3.42141 1.83738 -4.05076
H 1.81838 2.37788 -4.59838
H 3.65232 -0.35165 -6.36226
H 3.07104 -1.68657 -5.36312
H 4.23021 -0.51891 -4.70099
H 1.25550 0.34804 -6.80810
H 0.16399 0.71008 -5.48306
H 0.65424 -0.96701 -5.78704
H 2.70741 -0.30257 -2.96407
H 0.01237 0.39744 -3.22965
H 1.16823 1.46995 -2.77767
*
```

Results
**Energy above the lowest of the compared OMol25 structures with the same formula, charge and spin**: 2.303 eV
**HOMO energy (spin up / spin down)**: -9.5173 / -9.6339 eV
**Frontier orbital gap (spin up / spin down)**: 7.1 / 4.9 eV
**LUMO energy (spin up / spin down)**: -0.0878 / -0.1751 hartree
**F_max**: 2.3 eV Å⁻¹
**Energy**: -8248.5041 Ha

Results of the Mulliken charge analysis, in e, for atoms 1 through 5:
1 Sn 1.367
2 O -0.629
3 As -0.034
4 O -0.518
5 O 0.115

ORCA calculation (wB97M-V/def2-TZVPD) on C34H60AsGeN5O6S2Si3Sn as an isolated structure in a non-equilibrium geometry.

```
! wB97M-V def2-TZVPD RIJCOSX def2/J DEFGRID3
* xyz 1 2
Sn -0.58029 0.61915 0.24311
O -1.92148 0.58783 2.83483
As -1.03933 -0.61234 3.94609
O 0.29854 -2.37317 4.27557
O 0.49097 0.05269 2.97412
C -2.37225 -1.95519 3.34723
C -2.98123 -2.51393 4.47081
C -4.13493 -3.27639 4.36397
C -4.72363 -3.47596 3.12948
C -4.12308 -2.96563 1.99212
C -2.95883 -2.21204 2.09873
S -2.16550 -1.83636 0.56579
O -0.71797 -1.61993 0.85930
O -2.39846 -2.98475 -0.26829
O -2.66652 -0.56970 0.00042
H -1.74684 1.50196 3.09804
H -2.52606 -2.35800 5.44322
H -4.57559 -3.70596 5.25419
H -5.64206 -4.04203 3.04603
H -4.53621 -3.15330 1.00976
C 4.02461 -0.83542 -0.15072
C 4.85677 -0.42998 0.87947
C 4.33033 0.35961 1.88181
C 2.98826 0.73118 1.82938
N 2.20525 0.39247 0.79603
C 2.71647 -0.38759 -0.15381
C 2.39865 1.48317 2.95697
C 3.09562 2.55308 3.51244
C 2.60754 3.24512 4.60732
C 1.41807 2.83774 5.18567
C 0.70607 1.77386 4.65892
C 1.17089 1.08119 3.53705
H 4.38688 -1.47974 -0.93819
H 5.89719 -0.72842 0.90203
H 4.94080 0.68126 2.71460
H 2.04035 -0.65321 -0.95981
H 4.03770 2.85463 3.06809
H 3.15228 4.08851 5.01061
H 1.04289 3.34664 6.06433
H -0.19989 1.44467 5.15161
C 1.36715 3.42917 -3.12676
Si 1.81465 1.61655 -3.40828
C 3.49398 1.26662 -2.64377
C 1.91610 1.36086 -5.26940
Ge 0.07294 0.15368 -2.54505
Si 0.34989 -2.01795 -3.66142
C -0.54122 -3.45792 -2.86578
C -0.29091 -1.76978 -5.41215
C 2.18285 -2.45110 -3.76204
Si -2.08510 0.97253 -3.35510
C -1.86895 1.59172 -5.12196
C -3.35102 -0.41006 -3.32629
C -2.69812 2.42865 -2.32462
H 1.75378 4.04553 -3.94175
H 1.79643 3.79929 -2.19601
H 0.28357 3.57092 -3.08576
H 4.25922 1.89697 -3.10482
H 3.78917 0.22377 -2.78241
H 3.48537 1.47128 -1.56928
H 2.70284 1.98923 -5.69410
H 0.97298 1.63435 -5.74861
H 2.13626 0.32278 -5.53016
H -1.60682 -3.42279 -3.10609
H -0.48005 -3.42424 -1.77733
H -0.14209 -4.41093 -3.22245
H -1.36733 -1.58581 -5.40368
H -0.10550 -2.66424 -6.01244
H 0.19211 -0.92345 -5.90544
H 2.56925 -2.78453 -2.79721
H 2.78869 -1.60571 -4.09647
H 2.32229 -3.26932 -4.47383
H -1.38377 0.84005 -5.74779
H -1.26497 2.50218 -5.15742
H -2.84562 1.81507 -5.55948
H -3.16808 -1.13268 -4.12429
H -4.36234 -0.01444 -3.44943
H -3.30834 -0.93903 -2.37223
H -1.97652 3.25044 -2.33036
H -2.87860 2.11520 -1.29070
H -3.63939 2.81436 -2.72334
C 2.36606 -5.47972 1.56604
N 1.00159 -5.39137 2.01780
C 0.01471 -6.45280 1.80810
C -1.25918 -5.83902 2.40479
N -0.70754 -4.77168 3.24603
C 0.53876 -4.47230 2.86325
S 1.38788 -3.11818 3.44835
H 2.40413 -6.08693 0.66376
H 3.01627 -5.93080 2.32063
H 2.72615 -4.48364 1.33492
H 0.31561 -7.36106 2.33666
H -0.08489 -6.66920 0.74584
H -1.82303 -6.54549 3.00752
H -1.89958 -5.42107 1.62635
H -1.27683 -4.05231 3.66847
C -2.56387 4.90723 0.89603
C -1.03865 4.91855 0.82568
C -0.45188 5.17739 2.20368
C -0.57108 5.98358 -0.17135
N -0.66039 3.55279 0.37256
N 0.73361 3.27529 0.22730
H -2.92731 5.82902 1.35064
H -2.90872 4.06228 1.49430
H -2.99874 4.82360 -0.10337
H -0.80980 6.13680 2.58005
H 0.63754 5.21650 2.17901
H -0.76002 4.39391 2.89672
H -1.04523 6.94072 0.04933
H -0.84255 5.69883 -1.19213
H 0.51001 6.13701 -0.13257
H -1.05155 3.44024 -0.55853
H 1.15825 3.29945 1.14713
H 1.18949 3.98941 -0.33584
*
```

Results
**Energy above the lowest of the compared OMol25 structures with the same formula, charge and spin**: 1.864 eV
**HOMO energy (spin up / spin down)**: -9.8125 / -10.2446 eV
**Frontier orbital gap (spin up / spin down)**: 7.9 / 5.9 eV
**LUMO energy (spin up / spin down)**: -0.0706 / -0.1596 hartree
**F_max**: 1.1 eV Å⁻¹
**Energy**: -8248.5202 Ha

Results of the Mulliken charge analysis, in e, for atoms 1 through 5:
1 Sn 0.613
2 O -0.850
3 As -0.028
4 O -0.603
5 O 0.892

ORCA calculation (wB97M-V/def2-TZVPD) on a 5-piece molecular cluster, C34H60FNO11P overall in a non-equilibrium geometry.

```
! wB97M-V def2-TZVPD RIJCOSX def2/J DEFGRID3
* xyz -1 1
C 3.14580 2.44653 2.62180
C 2.41460 2.08676 1.24869
P 3.75690 1.43994 0.10803
C 4.54201 -0.12841 0.74557
C 3.59244 -1.05106 1.62088
N 3.29192 1.34179 -1.56809
C 2.56039 0.12088 -1.95818
C 1.09912 -0.02677 -1.40095
C 0.67612 -1.55228 -1.21224
C -0.15448 -1.72171 0.12125
C -1.21058 -2.89369 0.07862
C -2.69201 -2.39753 0.18126
C -3.12797 -1.60009 -1.11257
C -3.56640 -0.11921 -0.75352
C -5.03146 -0.18640 -0.12757
C -5.99418 0.87168 -0.79144
C -6.89994 1.63322 0.25271
O -6.12608 2.56758 1.02652
C -5.79907 3.71935 0.21725
C 2.75776 2.56186 -2.11165
F 1.50684 2.99142 -1.55568
C 2.62478 2.55849 -3.69558
O 1.73060 1.93635 -4.29603
O 3.52130 3.22755 -4.32945
H 3.46337 1.54496 3.19299
H 4.09858 2.96002 2.30727
H 2.58026 3.19920 3.22014
H 1.69627 1.26391 1.49755
H 1.93106 3.02836 0.91493
H 4.86943 -0.72185 -0.14040
H 5.42592 0.11008 1.38548
H 3.02194 -0.48844 2.39496
H 4.26741 -1.77986 2.15251
H 2.93055 -1.68634 0.97742
H 2.53325 -0.04247 -3.06833
H 3.14596 -0.75778 -1.55581
H 0.87132 0.59016 -0.50331
H 0.41676 0.35174 -2.21254
H 1.56024 -2.23902 -1.22955
H -0.00417 -1.87278 -2.04952
H -0.68714 -0.76322 0.33625
H 0.58280 -1.94770 0.93411
H -1.00507 -3.54355 0.97543
H -1.11964 -3.54433 -0.82510
H -3.36437 -3.26929 0.27961
H -2.87375 -1.73553 1.06639
H -3.97762 -2.10490 -1.63608
H -2.26448 -1.58136 -1.82958
H -2.89196 0.23923 0.05813
H -3.56387 0.51479 -1.66851
H -5.44109 -1.19992 -0.36369
H -5.03852 -0.07941 0.98234
H -6.68958 0.31685 -1.47289
H -5.42862 1.58722 -1.44475
H -7.36179 0.88892 0.94817
H -7.72609 2.17585 -0.28813
H -6.25012 4.65623 0.63768
H -6.20557 3.62204 -0.82122
H -4.68683 3.81608 0.19023
H 3.49608 3.37542 -1.88388
O -5.02272 5.66167 -1.62508
C -4.57728 5.17586 -2.62718
O -5.33921 4.55929 -3.56858
C -4.48811 3.99306 -4.57963
C -3.19030 4.77042 -4.49033
C -3.11789 5.10889 -3.01112
H -4.35158 2.93022 -4.36384
H -4.96237 4.09634 -5.55519
H -2.32858 4.21344 -4.85713
H -3.26867 5.69142 -5.07403
H -2.63499 4.31658 -2.43507
H -2.62464 6.06275 -2.83818
O -4.36913 -5.26542 0.25111
C -4.14439 -5.37947 1.42160
O -3.54075 -4.42016 2.17803
C -3.32632 -4.92434 3.50468
C -4.32608 -6.05072 3.67391
C -4.43576 -6.60019 2.26329
H -2.29232 -5.27093 3.58148
H -3.48502 -4.12487 4.22752
H -4.01924 -6.79149 4.41246
H -5.29198 -5.64510 3.98583
H -3.67738 -7.35904 2.06115
H -5.43084 -6.98850 2.05671
O 6.60448 2.47098 2.71515
C 6.72007 3.37728 3.48414
O 7.38360 3.28431 4.67286
C 7.24098 4.51202 5.39936
C 6.91310 5.56032 4.35380
C 6.13224 4.75924 3.32464
H 6.43858 4.39133 6.13263
H 8.16913 4.73377 5.92603
H 6.36535 6.41279 4.75608
H 7.83571 5.93562 3.90342
H 5.06713 4.72064 3.55992
H 6.28781 5.13546 2.31592
O 3.21074 -3.97700 0.05049
C 3.41371 -4.73723 -0.85051
O 2.57554 -5.75601 -1.18328
C 3.16265 -6.53869 -2.23210
C 4.16533 -5.62027 -2.90255
C 4.62906 -4.74893 -1.74722
H 3.63695 -7.41784 -1.78652
H 2.38459 -6.86879 -2.91978
H 4.97278 -6.15572 -3.40225
H 3.66024 -5.00169 -3.64830
H 5.46459 -5.19793 -1.20644
H 4.88186 -3.74289 -2.07586
*
```

Results
**HOMO energy**: -4.1115 eV
**Frontier orbital gap**: 6.1 eV
**LUMO energy**: 0.0730 hartree
**F_max**: 3.7 eV Å⁻¹
**Energy**: -2655.1322 Ha

Results of the Mulliken charge analysis, in e, for atoms 1 through 5:
1 C -0.686
2 C -0.266
3 P -0.391
4 C -0.648
5 C -0.344

ORCA calculation (wB97M-V/def2-TZVPD) on C34H60N2O2RuSi as an isolated structure in a non-equilibrium geometry.

```
! wB97M-V def2-TZVPD RIJCOSX def2/J DEFGRID3
* xyz 1 6
O -0.72683 1.63351 0.51931
O 4.24783 1.22564 -0.45580
C -0.82495 2.57773 -0.56736
C -1.78123 3.72084 -0.30047
H -1.14855 1.97235 -1.41986
H 0.19752 2.92130 -0.76027
H -2.79911 3.36681 -0.09446
H -1.83279 4.33563 -1.20589
H -1.44837 4.35186 0.53192
C -0.39857 2.15846 1.81791
C 0.95311 2.84645 1.83710
H -0.41506 1.29510 2.49433
H -1.21338 2.83095 2.11327
H 1.73879 2.20572 1.42671
H 1.20899 3.05572 2.87733
H 0.94145 3.79448 1.28925
C 5.12379 0.18745 0.01218
C 4.85506 2.49343 -0.73061
C 4.98933 -0.04032 1.50925
H 6.17645 0.42256 -0.23043
H 4.81596 -0.71219 -0.54381
H 5.24147 0.86768 2.07371
H 5.68967 -0.83025 1.79791
H 3.97280 -0.35839 1.77809
C 5.55595 3.12737 0.46373
H 4.02132 3.11819 -1.07980
H 5.58476 2.37844 -1.55299
H 4.90964 3.18121 1.34986
H 5.83718 4.14563 0.17963
H 6.47861 2.59349 0.72598
H 2.80550 0.26710 -1.91259
N -3.48137 -0.20534 1.38635
C -4.26963 -1.28609 1.52748
C -3.87065 -2.53218 1.05044
C -2.57314 -2.99368 0.81185
C -5.58466 -1.10549 2.22593
H -6.20355 -0.33056 1.75463
H -5.45313 -0.86345 3.28961
H -6.14225 -2.04644 2.17609
C -2.25927 -4.46200 0.83757
H -1.35803 -4.68809 1.42996
H -2.13018 -4.86054 -0.17808
H -3.10349 -4.98580 1.29913
N -1.57123 -2.16413 0.51554
C -3.81736 1.05563 1.99768
C -4.53326 2.01907 1.26376
C -5.09316 1.75437 -0.09646
C -4.75700 3.25641 1.87407
H -5.28271 4.02658 1.30758
C -4.35350 3.49002 3.18481
H -4.53508 4.46442 3.64004
C -3.74784 2.48000 3.92656
H -3.49359 2.63058 4.97398
C -3.46447 1.24487 3.34636
C -2.86843 0.14815 4.16769
C -0.22184 -2.61951 0.29487
C 0.12894 -3.20879 -0.93539
C -0.81678 -3.29036 -2.08657
C 1.41067 -3.74722 -1.05083
H 1.67975 -4.21008 -2.00147
C 2.31203 -3.68866 0.00536
H 3.30984 -4.10789 -0.11958
C 1.95150 -3.09382 1.21116
H 2.65070 -3.03158 2.04358
C 0.66107 -2.59031 1.38355
C 0.21456 -2.03065 2.69563
Ru -1.84293 -0.23346 0.26809
H -4.51413 2.24873 -0.88792
H -6.11207 2.16781 -0.15655
H -5.15997 0.68619 -0.32434
H -2.33790 -0.59237 3.55727
H -3.63833 -0.38308 4.74756
H -2.15523 0.56548 4.88939
H -0.23891 -3.55356 -2.98430
H -1.32076 -2.33740 -2.27942
H -1.58658 -4.06778 -1.96512
H -0.72832 -2.48352 3.04592
H 0.07331 -0.93742 2.64539
H 0.97466 -2.23149 3.46215
H -4.64417 -3.29896 1.02046
C 2.52975 -0.60031 -2.54821
Si 3.23898 -0.47934 -4.30130
H 2.91042 -1.49799 -2.04445
H 1.43208 -0.65847 -2.55868
C 3.01247 1.31721 -4.82350
C 2.36935 -1.62392 -5.52506
C 5.07689 -0.91476 -4.30974
H 5.49209 -0.81781 -5.32402
H 5.24062 -1.94886 -3.97310
H 5.63885 -0.24528 -3.64184
H 1.95167 1.53481 -5.01018
H 3.57894 1.55097 -5.73408
H 3.35927 1.98146 -4.01891
H 1.27656 -1.57567 -5.41095
H 2.67964 -2.66969 -5.38279
H 2.61340 -1.33941 -6.56004
C -2.68626 -0.26157 -1.49939
H -3.05638 0.73283 -1.80584
H -3.53854 -0.96078 -1.40511
H -1.97824 -0.63398 -2.25743
*
```

Results
**Energy above the lowest of the compared OMol25 structures with the same formula, charge and spin**: 0.000 eV
**HOMO energy (spin up / spin down)**: -9.5563 / -11.4093 eV
**Frontier orbital gap (spin up / spin down)**: 7.3 / 7.2 eV
**LUMO energy (spin up / spin down)**: -0.0836 / -0.1553 hartree
**F_max**: 3.5 eV Å⁻¹
**Energy**: -1975.5670 Ha

Results of the Mulliken charge analysis, in e, for atoms 1 through 5:
1 O 0.552
2 O -0.208
3 C -0.402
4 C -1.068
5 H 0.377